Entry A
Density functional theory data (ωB97M-V/def2-TZVPD) for a cluster of 2 separate species, C2H10NOS2 in total.

Properties
LUMO energy (eV): -3.4
HOMO energy (eV): -11.471
HOMO-LUMO gap (eV): 8.04

Structure (ORCA input):
```
! RIJCOSX wB97M-V def2-TZVPD def2/J DEFGRID3
* xyz 1 1
N -1.0540 -1.0312 -0.4311
C 0.0379 -0.8649 0.5989
C 0.0791 0.6207 1.0301
S 1.5346 0.9903 1.8330
S 1.2248 3.0377 2.0873
H -0.7824 -0.6227 -1.3773
H -1.8444 -0.5032 -0.0139
H -1.4028 -2.0034 -0.6167
H 0.9189 -1.1860 0.0630
H -0.2367 -1.5528 1.4045
H 0.1474 1.1455 0.0884
H -0.6797 0.8216 1.8666
H 2.2177 2.9868 3.0453
H 0.5957 -0.1802 -3.1231
H -0.6569 -0.9635 -3.6008
O -0.0992 -0.6948 -2.8543
*
```

***

Entry B
Density functional theory data (ωB97M-V/def2-TZVPD) for a cluster of 2 separate species, C2H10NOS2 in total.

Properties
LUMO energy (eV): -3.4
HOMO energy (eV): -12.979
HOMO-LUMO gap (eV): 9.60

Structure (ORCA input):
```
! RIJCOSX wB97M-V def2-TZVPD def2/J DEFGRID3
* xyz 1 1
N 0.2136 -0.7903 0.7550
C -0.8270 -0.7270 -0.3290
C -1.3099 0.6945 -0.5533
S -1.5853 1.5899 1.0230
S -1.6855 3.4773 0.4265
H -0.1759 -0.3455 1.5871
H 1.0762 -0.2513 0.5466
H 0.5716 -1.7340 0.8651
H -1.6054 -1.4285 -0.0482
H -0.3503 -1.0872 -1.2447
H -0.5152 1.2586 -1.0452
H -2.2323 0.6230 -1.1265
H -0.4292 3.9346 0.6129
H 3.0242 -1.5331 -1.2490
H 3.1744 -2.1642 0.1384
O 2.6558 -1.5167 -0.3588
*
```

***

The structure with the most favorable energy is entry B; the runner-up is 0.923 eV above it.

***

Entry A
Density functional theory data (ωB97M-V/def2-TZVPD) for a cluster of 2 separate species, C5H6 in total.

Properties
LUMO energy (spin up / spin down) (eV): 0.0 / -0.2
HOMO energy (spin up / spin down) (eV): -8.859 / -9.602
HOMO-LUMO gap (spin up / spin down) (eV): 8.85 / 9.42

Structure (ORCA input):
```
! RIJCOSX wB97M-V def2-TZVPD def2/J DEFGRID3
* xyz 0 1
C 1.0763 0.4338 -0.2955
C 0.0192 -0.7246 -0.0323
C -0.1383 1.1417 0.1541
C -1.1611 0.1116 -0.3914
C -0.7165 0.0241 0.9999
H 1.8694 0.3892 0.5336
H 1.4828 0.5251 -1.3395
H 0.8309 -3.1554 0.1484
H -0.1941 2.1856 0.1726
H -2.1104 0.0922 -0.8875
H -1.2474 -0.2429 2.0210
*
```

***

Entry B
Density functional theory data (ωB97M-V/def2-TZVPD) for an isolated molecule of C5H6.

Properties
LUMO energy (eV): 0.7
HOMO energy (eV): -8.875
HOMO-LUMO gap (eV): 9.56
SMILES: C#CC(=C)C

Structure (ORCA input):
```
! RIJCOSX wB97M-V def2-TZVPD def2/J DEFGRID3
* xyz 0 1
C 1.6069 1.3755 1.1836
C 0.8565 0.5613 0.6777
C -0.5197 0.7050 -1.3488
C -0.1208 -0.0295 -0.2074
C -0.6716 -1.3298 0.2022
H 2.3783 1.6600 1.7542
H -1.0245 0.2582 -2.2048
H 0.0137 1.7698 -1.3324
H -1.7279 -1.4384 -0.0718
H -0.8142 -1.3993 1.3445
H 0.0235 -2.1327 0.0030
*
```

***

The structure with the most favorable energy is entry B; the runner-up is 5.618 eV above it.

***

Entry A
Density functional theory data (ωB97M-V/def2-TZVPD) for an isolated molecule of C4H6F2.

Properties
LUMO energy (eV): 1.0
HOMO energy (eV): -9.970
HOMO-LUMO gap (eV): 11.00
SMILES: C[C@@H]1CC1(F)F

Structure (ORCA input):
```
! RIJCOSX wB97M-V def2-TZVPD def2/J DEFGRID3
* xyz 0 1
C -2.0555 0.2861 -0.3789
C -0.7124 -0.4505 -0.3682
C -0.1754 -1.0133 0.9430
C 0.6665 0.0033 0.0917
H -2.0404 0.7722 0.7028
H -2.2303 1.2236 -1.0341
H -2.9798 -0.2595 -0.5578
H -0.5610 -1.1700 -1.1348
H 0.4294 -2.0254 1.1014
H -0.5019 -0.4562 1.8700
F 1.6557 -0.3121 -0.7693
F 0.7382 1.3079 0.4723
*
```

***

Entry B
Density functional theory data (ωB97M-V/def2-TZVPD) for an isolated molecule of C4H6F2.

Properties
LUMO energy (eV): 0.9
HOMO energy (eV): -10.163
HOMO-LUMO gap (eV): 11.09
SMILES: C/C(F)=C\CF

Structure (ORCA input):
```
! RIJCOSX wB97M-V def2-TZVPD def2/J DEFGRID3
* xyz 0 1
C 1.6188 1.2671 -0.1159
C 0.8827 0.0012 -0.0208
C -0.2711 -0.4005 0.2541
C -1.5422 0.2610 0.4441
H 2.3693 1.3782 -0.9326
H 0.9626 2.1245 -0.1080
H 2.2357 1.1577 0.7301
H -0.2805 -1.4307 0.6333
H -1.3190 1.3821 0.5505
H -1.9921 0.1685 1.4098
F 1.7063 -1.2016 -0.0903
F -2.3847 -0.0821 -0.5377
*
```

***

The structure with the most favorable energy is entry B; the runner-up is 0.177 eV above it.

***

Entry A
Density functional theory data (ωB97M-V/def2-TZVPD) for an isolated molecule of C5H8O3.

Properties
LUMO energy (spin up / spin down) (eV): 0.6 / -0.2
HOMO energy (spin up / spin down) (eV): -8.231 / -7.090
HOMO-LUMO gap (spin up / spin down) (eV): 8.84 / 6.93

Structure (ORCA input):
```
! RIJCOSX wB97M-V def2-TZVPD def2/J DEFGRID3
* xyz 0 1
C -2.1201 0.3667 -1.4925
C 0.6160 -0.3625 -0.8068
C -0.2865 -1.0573 -1.8209
C -0.0402 -0.0838 0.4687
C -0.0415 1.3449 1.0296
O -3.0804 1.0000 -1.7134
O -1.3007 -0.2177 -2.3564
O -0.5958 -1.1280 1.2126
H 1.3968 -1.0540 -0.5855
H 1.1099 0.4441 -1.2067
H 0.0930 -1.4331 -2.7464
H -0.8354 -1.8569 -1.2136
H -1.0096 1.5694 1.4939
H 0.2481 2.1274 0.4100
H 0.5591 1.5030 1.9242
H -1.4637 -0.9971 1.7191
*
```

***

Entry B
Density functional theory data (ωB97M-V/def2-TZVPD) for an isolated molecule of C5H8O3.

Properties
LUMO energy (eV): -0.7
HOMO energy (eV): -10.116
HOMO-LUMO gap (eV): 9.38
SMILES: CC(C)(O)C(=O)C=O

Structure (ORCA input):
```
! RIJCOSX wB97M-V def2-TZVPD def2/J DEFGRID3
* xyz 0 1
C -0.7915 1.8671 0.3961
C 0.0617 1.0990 -0.5889
C 1.1008 -0.5480 0.9816
C -1.0895 -1.1267 -0.1661
C 0.3062 -0.3746 -0.3875
O -1.0208 1.6041 1.5102
O 0.4384 1.6358 -1.6082
O 1.0256 -0.9891 -1.3916
H -1.2098 2.7272 -0.2681
H 1.4650 -1.5605 1.0613
H 2.0588 0.0135 1.0464
H 0.5964 -0.2239 1.7852
H -1.1395 -2.2080 0.0541
H -1.3135 -0.6754 0.7827
H -1.6743 -0.8288 -1.0314
H 1.1860 -0.4117 -2.1759
*
```

***

Entry C
Density functional theory data (ωB97M-V/def2-TZVPD) for an isolated molecule of C5H8O3.

Properties
LUMO energy (eV): 0.2
HOMO energy (eV): -9.272
HOMO-LUMO gap (eV): 9.49
SMILES: O=C1C[C@@H](CO)[C@H]1O

Structure (ORCA input):
```
! RIJCOSX wB97M-V def2-TZVPD def2/J DEFGRID3
* xyz 0 1
C 1.0841 1.2755 -0.4755
C -0.2422 0.7503 -0.9041
C -1.4819 0.8606 0.0878
C -1.0826 -0.6680 0.5083
C -0.1571 -0.7273 -0.6253
H 1.7992 0.0585 0.6054
H 1.2496 2.5226 -0.6242
H 1.7306 0.6467 -1.3751
H -0.4733 0.8463 -1.9033
H -2.5840 1.1668 -0.0894
H -1.3340 1.2631 1.1570
H -0.7124 -1.3471 -1.3933
H 1.2009 -2.1993 -0.2678
O 1.5245 0.9338 0.6474
O -1.4978 -1.3118 1.4033
O 1.2735 -1.1099 -0.5078
*
```

***

Entry D
Density functional theory data (ωB97M-V/def2-TZVPD) for an isolated molecule of C5H8O3.

Properties
LUMO energy (eV): 1.0
HOMO energy (eV): -9.988
HOMO-LUMO gap (eV): 10.95
SMILES: COC1(OC=O)CC1

Structure (ORCA input):
```
! RIJCOSX wB97M-V def2-TZVPD def2/J DEFGRID3
* xyz 0 1
C 0.5341 1.8473 -0.1205
C 0.3233 -0.4014 -0.4614
C 0.9807 -1.6965 -0.1621
C 0.4298 -0.7167 0.9433
C -2.0143 -0.1539 -0.5240
H -0.3807 2.1117 -0.3623
H 1.0986 2.7541 -0.4580
H 0.7397 1.8258 1.0166
H 2.0012 -1.8591 -0.2504
H 0.1426 -2.5458 -0.3006
H -0.3942 -0.9104 1.6522
H 1.3970 -0.2987 1.2985
H -2.9650 -0.3279 -1.0010
O 1.0213 0.6731 -0.7548
O -0.8956 -0.5968 -1.1831
O -2.0187 0.2952 0.6676
*
```

***

The structure with the most favorable energy is entry B; the runner-up is 1.511 eV above it.